# 1
ORCA calculation (the ωB97M-V functional and the def2-TZVPD basis) on a molecular structure, C2HO3V.

Each line ends with the Löwdin charge.
Element x y z (Å)
O (-0.398, -0.411, 0.499)  -0.223
O (0.804, 0.710, -0.838)  -0.005
O (1.239, -1.520, -0.650)  0.208
C (-0.118, 1.526, -0.227)  0.167
C (0.646, -0.555, -0.268)  -0.625
H (-1.129, 1.227, -0.581)  0.036
V (-1.042, -0.977, 2.064)  1.443

Summary:
Multiplicity: 4
E_LUMO (alpha / beta) in eV: -7.7 / -7.5
Charge: +1
Kohn-Sham gap (alpha / beta) in eV: 4.9 / 5.1
Expectation value of S²: 3.763
HOMO (alpha / beta) in eV: -12.59 / -12.59

***

# 2
ORCA calculation (the ωB97M-V functional and the def2-TZVPD basis) on a molecular structure, C2HO3Yb.

Each line ends with the Löwdin charge.
Element x y z (Å)
O (-0.469, -0.544, 0.587)  -0.194
O (0.783, 0.527, -0.978)  0.133
O (1.319, -1.554, -0.336)  0.252
C (-0.085, 1.477, -1.138)  0.465
C (0.542, -0.657, -0.161)  -0.626
H (-1.056, 1.143, -0.700)  0.136
Yb (-1.034, -0.393, 2.726)  1.834

Summary:
Multiplicity: 2
E_LUMO (alpha / beta) in eV: -10.5 / -11.6
Charge: +2
Kohn-Sham gap (alpha / beta) in eV: 9.0 / 8.0
Expectation value of S²: 0.756
HOMO (alpha / beta) in eV: -19.51 / -19.60

***

# 3
ORCA calculation (the ωB97M-V functional and the def2-TZVPD basis) on C2HP in the gas phase.

Each line ends with the Löwdin charge.
Element x y z (Å)
C (0.670, 0.053, 0.482)  -0.691
C (1.501, 0.678, -0.202)  -0.074
P (-0.661, -0.922, 0.070)  0.875
H (-1.510, 0.190, -0.350)  -0.111

Summary:
Multiplicity: 1
E_LUMO in eV: -2.5
Kohn-Sham gap in eV: 7.6
HOMO in eV: -10.07

***

# 4
ORCA calculation (the ωB97M-V functional and the def2-TZVPD basis) on C2HP in the gas phase.

Each line ends with the Löwdin charge.
Element x y z (Å)
C (0.034, 0.233, 0.205)  -0.455
C (-0.145, -0.679, -0.548)  -0.086
P (0.400, 1.935, 1.543)  0.547
H (-0.290, -1.489, -1.200)  -0.006

Summary:
Multiplicity: 1
E_LUMO in eV: -2.0
Kohn-Sham gap in eV: 7.1
HOMO in eV: -9.14

***

# 5
ORCA calculation (the ωB97M-V functional and the def2-TZVPD basis) on 2 unconnected molecules or ions with the total composition C2I2N2O2.

Each line ends with the Löwdin charge.
Element x y z (Å)
O (-0.371, 1.019, -3.535)  0.024
N (-0.735, 0.909, -2.410)  -0.256
C (-0.916, 0.481, -1.323)  -0.630
I (-1.939, 0.506, 0.436)  0.958
O (0.262, 0.403, 3.121)  -0.035
N (0.785, -0.307, 2.304)  -0.291
C (1.300, -0.789, 1.386)  -0.690
I (1.614, -2.224, 0.020)  0.920

Summary:
Multiplicity: 1
E_LUMO in eV: -0.6
Kohn-Sham gap in eV: 8.9
HOMO in eV: -9.52
SMILES string: [O-][N+]#CI.[O-][N+]#CI

***

# 6
ORCA calculation (the ωB97M-V functional and the def2-TZVPD basis) on a gas-phase ion, C2IN2O (charge +1).

Each line ends with the Löwdin charge.
Element x y z (Å)
I (0.250, 1.522, -2.225)  1.272
C (0.043, 0.687, -0.422)  -0.604
N (-1.247, -0.436, 0.248)  0.215
N (-0.682, -1.059, 1.119)  0.052
C (0.580, -0.862, 0.981)  0.053
O (1.055, 0.147, 0.299)  0.011

Summary:
Multiplicity: 1
E_LUMO (alpha / beta) in eV: -7.8 / -8.5
Charge: +1
Kohn-Sham gap (alpha / beta) in eV: 7.4 / 7.1
HOMO (alpha / beta) in eV: -15.19 / -15.67
SMILES string: Ic1n[n+]#co1

***

# 7
ORCA calculation (the ωB97M-V functional and the def2-TZVPD basis) on C2N2OS2 in the gas phase.

Each line ends with the Löwdin charge.
Element x y z (Å)
C (-1.708, 1.127, -0.222)  -0.444
C (1.133, -0.727, -0.010)  -1.311
N (-2.686, 1.678, -0.479)  0.124
N (-0.652, 0.568, 0.139)  -0.020
O (0.059, -0.365, -0.645)  -0.059
S (2.339, -1.803, -0.398)  0.822
S (1.515, -0.478, 1.614)  0.888

Summary:
Multiplicity: 1
E_LUMO (alpha / beta) in eV: -4.1 / -4.2
Kohn-Sham gap (alpha / beta) in eV: 4.5 / 4.2
HOMO (alpha / beta) in eV: -8.60 / -8.39

***

# 8
ORCA calculation (the ωB97M-V functional and the def2-TZVPD basis) on a molecular structure, C2N3O3S.

Each line ends with the Löwdin charge.
Element x y z (Å)
C (-1.914, 0.808, 1.101)  -0.576
C (1.096, -1.814, -0.611)  -0.958
N (-1.105, 0.631, 0.328)  0.114
N (0.910, 0.193, -0.963)  0.102
N (0.533, 1.118, -0.423)  -0.391
O (0.188, -2.393, -1.072)  0.046
O (0.643, 2.230, -0.125)  0.050
O (-2.892, 1.055, 1.734)  -0.026
S (2.542, -1.827, 0.032)  0.637

Summary:
Multiplicity: 1
E_LUMO in eV: 3.1
Charge: -1
Kohn-Sham gap in eV: 8.2
HOMO in eV: -5.09

***

Values of molecular weight, in order: 123.97, 246.07, 56.00, 56.00, 337.84, 194.94, 132.17, 146.11, all in Da.
Values of energy relative to the best compared isomer or geometry (same formula, charge and spin), in order: 66.8, 58.8, 20.5, 19.6, 38.5, 109.1, 89.0, 50.7, all in kcal per mole.
Values of electronic energy, in order: -1246.018196, -1460.412856, -417.957297, -417.958615, -931.362346, -558.075187, -1057.114854, -864.336436, all in Ha.